1.
Here is a cluster of 7 separate species, C16H48N10O9 in total in a non-equilibrium geometry from the Open Molecules 2025 dataset. Energies are from the ωB97M-V functional and the def2-TZVPD basis.

Values from the calculation:
- HOMO: -9.005 eV
- SMILES: COCCNCCOC.COCCNCCOC.NC(N)=O.NC(N)=O.NC(N)=O.NC(N)=O.O
- HOMO-LUMO gap: 0.346 Eh
- Calculated total energy: -50699.7498 eV

Structure (XYZ):
```
83
Properties=species:S:1:pos:R:3:forces:R:3:mulliken_charge:R:1
O -0.458 1.286 5.036 2.5 -0.5 -0.9 -0.674
O 1.623 0.090 0.276 0.7 -0.9 -1.0 -0.268
O 0.424 -3.745 3.375 -1.2 1.6 0.4 -0.691
O -3.021 -3.226 -5.277 -0.1 0.3 0.4 -0.320
O -3.539 2.758 0.793 -0.5 1.2 1.0 -0.379
O 3.548 -1.835 -0.793 -0.5 0.2 -0.6 -0.768
O 0.909 5.537 -0.247 0.6 -0.7 -0.7 -0.373
O 1.199 -0.149 -2.777 0.7 1.7 0.6 -0.082
O 3.460 -0.504 2.912 0.3 0.0 -1.2 -0.767
N 3.198 -2.690 -2.916 -0.6 1.7 -0.2 -0.416
N -0.638 -2.033 4.540 -0.7 -0.5 -2.6 -0.313
N -0.819 2.759 1.544 2.1 0.6 -1.3 -0.295
N 3.788 -4.018 -1.197 -0.2 -0.9 -0.2 -0.563
N 1.289 1.285 3.518 0.0 -0.6 1.8 -0.090
N 2.806 -2.566 2.062 1.6 0.3 -3.6 -0.172
N -0.737 -2.500 -2.464 1.1 -0.2 -1.4 -0.343
N -0.098 -1.752 2.342 0.1 -1.8 -1.3 -0.059
N 2.955 -2.206 4.267 0.5 -0.7 0.2 -0.296
N 1.628 0.332 5.653 -2.0 1.4 0.4 -0.456
C 1.695 1.185 -3.137 0.2 -1.1 -0.5 -0.704
C 3.166 -1.696 3.009 -1.6 -0.3 3.0 0.319
C 0.731 1.049 4.702 -1.8 -0.9 2.7 0.420
C 3.496 -2.760 -1.598 0.8 -0.2 0.9 0.655
C -0.289 3.587 0.410 -1.0 0.3 1.6 -0.013
C 0.719 4.649 0.817 -1.1 0.1 0.8 -0.727
C -2.700 -2.819 -3.978 1.8 0.3 -0.2 -0.599
C -1.174 -2.659 -3.865 0.1 -0.2 -0.6 -0.424
C -1.447 1.549 1.104 0.2 -0.8 -0.4 0.273
C -2.727 1.746 0.286 0.0 -0.3 -0.1 -0.820
C -0.210 0.003 -2.684 0.0 -1.4 0.2 -0.614
C -0.102 -2.610 3.432 1.5 -0.3 -1.2 0.500
C -4.672 3.013 -0.026 0.9 -1.2 -0.3 -0.774
C 0.040 6.622 -0.369 1.5 1.1 1.2 -0.703
C -0.894 -1.157 -1.936 0.0 0.1 -0.9 -0.246
C -4.401 -3.414 -5.424 0.0 0.4 -0.9 -0.795
H -4.480 -3.745 -6.441 -0.6 0.0 -0.6 0.276
H -3.168 -1.882 -3.747 -0.4 0.8 0.1 0.315
H -4.788 -4.197 -4.819 -0.2 -0.9 0.9 0.346
H 0.425 7.199 -1.194 0.1 0.3 -0.3 0.262
H 3.282 -4.723 -1.702 0.1 -0.3 -0.2 0.264
H 0.217 7.227 0.557 -0.9 -0.1 -0.6 0.287
H 2.906 -3.193 4.476 -0.2 0.2 -0.4 0.197
H 2.239 -0.511 -0.274 -1.0 1.4 1.4 0.212
H -4.362 3.273 -1.040 0.1 0.5 -0.1 0.316
H 2.192 0.916 3.401 1.3 -0.5 -0.7 0.200
H -0.694 0.983 0.524 -0.5 0.2 -0.1 -0.418
H 0.340 -2.133 1.460 -0.7 0.9 1.7 0.167
H -0.858 -1.905 -4.632 -0.1 0.1 0.9 0.154
H -0.631 -3.542 -4.220 -0.6 -0.3 0.0 0.421
H 0.047 -0.782 2.524 0.1 0.5 0.0 -0.017
H -1.133 4.084 -0.039 -0.4 0.5 -0.4 0.355
H -3.365 0.846 0.185 0.7 -0.1 -0.1 0.609
H 3.857 -3.107 -3.532 0.4 -0.7 -0.4 0.305
H 2.019 0.237 1.149 0.4 -0.4 -0.4 0.188
H 0.366 5.155 1.734 -0.1 0.2 -0.3 0.453
H 1.371 1.326 -4.185 0.2 0.5 0.4 0.338
H 3.098 -1.709 -3.100 -0.4 0.5 -0.7 0.164
H -0.293 -2.304 5.371 1.2 -1.3 3.3 0.165
H 2.875 -1.590 5.047 0.0 0.5 0.1 0.231
H -0.492 0.928 -2.221 0.0 0.6 0.7 0.390
H -1.586 0.936 1.968 -0.6 -0.4 0.8 0.346
H 0.261 -2.788 -2.487 -0.9 0.6 0.4 0.246
H 1.149 0.373 6.603 0.9 0.0 -1.8 0.266
H -2.398 2.100 -0.672 0.1 -0.2 -1.2 0.338
H -1.950 -0.941 -1.931 -0.7 0.2 -0.3 0.310
H -0.989 6.429 -0.587 -0.8 -0.5 0.3 0.287
H 1.668 4.227 1.100 0.5 -0.3 -0.2 0.273
H 2.792 1.275 -3.067 -0.4 -0.6 -0.1 0.287
H 0.788 1.772 2.843 -1.1 1.2 -1.6 0.068
H -3.013 -3.509 -3.235 -0.5 -1.0 0.7 0.395
H -1.179 -1.213 4.538 -0.4 1.1 -0.4 0.214
H 2.531 0.800 5.698 -0.1 -0.1 0.1 0.276
H -5.048 -2.536 -5.248 0.6 0.1 -0.1 0.291
H 2.335 -3.441 2.151 -0.3 -0.2 1.1 0.263
H -5.305 3.772 0.415 0.0 0.0 0.1 0.266
H 0.133 3.006 -0.357 0.7 -1.2 -0.8 -0.203
H -0.697 -1.208 -0.892 0.9 0.3 0.9 -0.319
H -1.506 3.317 1.977 -0.9 0.7 0.9 0.331
H -0.548 0.095 -3.704 -0.7 -0.2 -0.6 0.570
H 1.299 1.961 -2.481 -0.2 -0.1 0.0 0.118
H -5.179 2.055 -0.173 -0.6 0.1 0.3 0.315
H 3.132 -2.369 1.101 -0.3 0.3 0.8 0.202
H 3.595 -4.076 -0.234 0.3 -0.5 1.4 0.255
```
Forces are in eV/Å.



2.
Here is a cluster of 8 separate species, C16H48O16 in total in a non-equilibrium geometry from the Open Molecules 2025 dataset. Energies are from the ωB97M-V functional and the def2-TZVPD basis.

Values from the calculation:
- HOMO: -10.165 eV
- SMILES: OCCO.OCCO.OCCO.OCCO.OCCO.OCCO.OCCO.OCCO
- HOMO-LUMO gap: 0.384 Eh
- Calculated total energy: -50121.6929 eV

Structure (XYZ):
```
80
Properties=species:S:1:pos:R:3:forces:R:3:mulliken_charge:R:1
O 11.834 -2.895 -2.299 0.3 -0.3 -0.3 -0.509
O -6.853 -4.580 -3.747 -0.4 0.0 1.7 -0.500
O -6.223 9.345 -3.093 -0.7 -1.8 -0.4 -0.491
O 0.939 -3.790 7.642 -0.1 -0.1 -1.3 -0.505
O -5.838 -7.321 -2.760 -0.1 0.1 0.9 -0.515
O -0.340 -2.427 5.161 0.0 1.1 -0.2 -0.499
O 0.998 6.120 -3.099 -1.4 0.8 -0.2 -0.531
O -0.999 -1.530 -1.113 -0.2 1.0 0.7 -0.526
O 6.612 0.632 5.166 0.1 -0.9 0.4 -0.529
O 14.798 -2.669 -1.705 -1.0 1.1 -0.2 -0.532
O -8.689 -2.529 1.453 -0.7 0.4 0.6 -0.518
O 2.309 0.004 -1.597 0.1 -0.2 -1.3 -0.535
O -7.120 -0.041 0.998 1.4 0.0 -1.3 -0.494
O 6.320 -1.908 6.726 -1.0 0.3 0.3 -0.516
O -0.016 9.220 -4.792 -0.9 1.0 -2.0 -0.504
O -6.223 5.501 -3.256 -0.1 2.0 -1.0 -0.533
C 1.256 -0.631 -0.852 0.7 2.0 -0.5 -0.260
C -6.630 -7.116 -3.899 1.2 1.0 -0.9 -0.287
C -0.962 -3.266 6.127 1.0 0.9 -0.7 -0.289
C -8.124 -1.667 2.456 0.3 -0.8 -0.1 -0.411
C 6.568 -0.633 7.289 2.2 0.0 -0.1 -0.503
C 0.245 8.369 -3.774 1.4 -2.8 1.6 -0.303
C 6.160 0.590 6.544 -0.5 0.7 -1.5 -0.273
C 14.059 -3.852 -2.008 0.3 -0.7 -0.5 -0.460
C -6.403 6.901 -2.773 -0.4 -1.9 1.9 -0.240
C -6.391 8.046 -3.736 1.7 0.1 -1.7 -0.468
C -6.567 -5.684 -4.546 -0.6 -1.0 -1.8 -0.519
C -0.087 -0.509 -1.602 -0.3 -1.9 -0.6 -0.308
C 12.856 -3.584 -3.014 1.8 0.7 1.3 -0.347
C 0.618 6.908 -4.294 1.9 0.3 1.2 -0.343
C -8.045 -0.211 2.000 -1.1 -0.9 0.3 -0.332
C 0.143 -4.211 6.520 -2.2 -2.0 1.6 -0.487
H 6.667 1.449 6.985 -0.5 0.0 0.7 0.262
H 1.119 8.723 -3.227 0.4 -0.2 0.1 0.221
H -5.614 7.068 -2.039 0.1 0.3 0.0 0.272
H -5.461 -6.493 -2.454 -0.2 0.1 0.0 0.325
H 6.104 1.300 4.701 0.0 0.0 0.1 0.296
H 1.580 -1.650 -0.640 -0.6 -0.1 0.2 0.327
H -0.435 -5.048 6.911 0.0 -0.4 0.6 0.289
H -8.090 -2.653 0.714 0.2 0.3 0.1 0.316
H -1.853 -3.664 5.642 0.1 -0.9 0.2 0.287
H -7.342 6.911 -2.219 -0.2 0.1 0.1 0.259
H -0.501 8.260 -2.986 -0.6 0.0 -0.3 0.293
H 15.467 -2.833 -1.036 -0.2 -0.3 0.0 0.303
H 6.226 -0.492 8.314 -0.5 -0.7 -0.1 0.345
H 7.653 -0.569 7.380 0.4 0.1 0.2 0.300
H 13.759 -4.370 -1.097 -0.5 0.2 0.1 0.318
H -5.712 -5.420 -5.167 0.9 -0.8 0.5 0.369
H -0.540 9.976 -4.517 0.0 -0.1 0.1 0.315
H -7.312 -5.785 -5.335 -0.6 0.0 -0.1 0.314
H -7.099 9.494 -2.727 0.0 0.5 0.3 0.309
H -8.673 -1.771 3.392 -0.7 0.1 -0.3 0.291
H 11.108 -2.768 -2.914 -0.1 0.1 0.1 0.296
H -1.319 -2.717 6.999 0.2 0.1 0.2 0.299
H -7.185 -2.150 2.725 0.7 0.6 0.0 0.307
H 14.857 -4.463 -2.431 -0.7 -0.8 -0.7 0.334
H 1.774 -3.442 7.323 0.1 0.2 -0.1 0.302
H 3.153 -0.321 -1.276 0.0 0.0 0.0 0.295
H 0.576 -4.746 5.676 1.0 0.9 -0.2 0.327
H -5.515 7.895 -4.367 0.4 0.3 0.1 0.285
H 1.589 6.920 -4.789 -0.2 0.8 -0.7 0.240
H -7.170 8.040 -4.498 -0.6 0.1 0.5 0.300
H -0.776 -1.572 5.163 0.0 0.1 -0.2 0.276
H -7.875 0.525 2.786 -0.2 -0.2 0.4 0.299
H 12.444 -4.432 -3.563 0.3 -0.5 0.5 0.354
H -7.666 -7.450 -3.827 -0.2 0.4 0.8 0.253
H -6.299 -0.449 1.284 0.3 0.1 -0.1 0.310
H -0.059 6.409 -4.986 -0.6 0.1 0.5 0.320
H -6.191 -7.833 -4.593 -0.2 0.3 -0.8 0.253
H 6.679 -1.882 5.836 0.0 0.0 -0.2 0.313
H 13.345 -2.967 -3.768 -0.3 0.5 -0.2 0.243
H -9.002 -0.046 1.506 -0.2 0.4 0.3 0.233
H -0.080 -0.754 -2.664 1.2 0.2 -0.3 0.260
H 1.300 0.052 -0.004 -1.0 -0.9 0.9 0.180
H -6.882 -3.768 -4.258 0.1 -0.2 -0.2 0.306
H 1.354 5.263 -3.345 -0.1 0.1 -0.3 0.292
H -6.269 4.892 -2.516 -0.1 0.3 0.2 0.309
H -0.572 0.467 -1.616 0.1 -0.1 0.9 0.284
H 5.072 0.656 6.546 -0.1 0.4 0.1 0.305
H -0.539 -2.372 -1.144 0.1 0.0 -0.1 0.284
```
Forces are in eV/Å.



3.
Here is a cluster of 8 separate species, C16H48O8 in total in a non-equilibrium geometry from the Open Molecules 2025 dataset. Energies are from the ωB97M-V functional and the def2-TZVPD basis.

Values from the calculation:
- HOMO: -9.210 eV
- SMILES: CCO.CCO.CCO.CCO.CCO.CCO.CCO.CCO
- HOMO-LUMO gap: 0.356 Eh
- Calculated total energy: -33747.4863 eV

Structure (XYZ):
```
72
Properties=species:S:1:pos:R:3:forces:R:3:mulliken_charge:R:1
O -2.225 3.726 0.384 1.7 0.8 0.3 -0.369
O -1.155 -2.782 1.713 -1.8 2.1 -0.3 -0.398
O 1.015 -2.139 -1.988 1.0 0.1 -0.2 -0.524
O 0.110 0.041 0.297 -2.2 -1.2 0.0 0.429
O 2.149 0.548 2.252 3.0 0.0 0.8 -0.536
O 1.713 -0.978 -4.517 -0.1 -0.4 0.3 -0.584
O -0.691 3.657 2.792 2.0 2.0 -0.4 -0.634
O -1.696 -2.090 -0.793 1.0 0.2 -0.2 -0.355
C -3.214 4.750 0.429 -0.9 -0.6 2.1 -0.320
C -1.050 2.371 3.152 -1.2 -2.2 0.6 0.410
C -0.604 -3.957 2.100 3.6 0.1 0.0 -0.529
C 0.513 2.253 -0.420 0.0 -1.2 -2.0 -0.940
C 1.802 0.425 -4.277 -0.1 -0.3 -0.1 0.466
C -0.359 0.956 -0.685 0.6 2.0 0.8 0.213
C 3.400 -0.097 1.799 -1.2 2.0 1.0 0.561
C 4.129 -0.576 3.006 -1.2 -0.9 0.6 -1.340
C -4.453 4.126 1.192 -0.1 -0.2 -0.5 -0.746
C 3.516 -2.236 -1.567 -0.1 -0.7 2.1 -1.417
C 1.522 1.229 -5.499 -0.7 0.8 -2.1 -1.257
C 2.141 -1.741 -1.154 -1.1 1.7 1.2 0.858
C 0.931 -3.881 1.676 -0.8 -1.1 0.1 -0.299
C -2.922 -2.206 -1.478 0.0 -0.5 -0.1 -0.417
C -2.269 2.352 4.113 -0.1 0.2 -2.0 -1.167
C -3.245 -3.676 -1.744 -0.7 1.8 -1.1 -1.115
H 1.147 2.227 -5.225 0.2 -0.2 -0.1 0.339
H -1.355 1.824 2.228 0.5 0.0 0.7 -0.076
H -5.097 4.861 1.699 0.4 0.0 -0.1 0.325
H 1.885 -1.990 -0.077 0.3 -0.2 -1.5 -0.264
H -4.114 3.375 1.954 -0.3 0.8 -0.9 0.020
H 1.201 -1.832 -2.913 -0.1 -0.3 0.8 0.306
H -2.442 1.337 4.455 -0.1 -0.1 -0.1 0.332
H 2.758 0.744 -3.894 0.5 -0.3 0.5 0.247
H -0.930 -2.240 -1.398 -0.3 0.2 0.5 0.167
H 1.614 1.981 -0.370 -1.3 0.4 -0.4 0.254
H -2.679 -4.063 -2.579 0.5 -0.2 0.1 0.301
H 0.737 0.763 -6.137 0.3 0.2 0.7 0.315
H -1.457 1.204 -0.544 1.2 -0.3 -0.2 0.438
H 5.110 -0.729 2.656 1.5 -0.5 0.2 0.417
H 2.361 1.386 -6.236 -0.4 -0.3 1.1 0.307
H 4.117 0.129 3.833 0.1 0.3 -0.2 0.296
H -3.159 2.723 3.561 0.4 -0.3 0.6 0.149
H -5.124 3.619 0.449 0.7 0.2 0.7 0.265
H 3.148 -0.871 1.142 -0.4 -1.4 -0.8 -0.292
H -1.405 3.972 0.915 -1.8 -0.3 -0.6 0.243
H 4.117 0.526 1.227 -0.8 0.6 0.2 0.247
H 4.294 -1.656 -1.004 -0.6 -0.7 -0.5 0.319
H 1.030 -3.585 0.623 -0.1 0.0 0.4 -0.066
H -0.258 1.843 3.704 0.1 0.1 -0.6 0.307
H 1.396 -3.153 2.347 0.1 0.1 -0.3 0.028
H -0.177 0.573 -1.698 -0.1 0.0 0.1 -0.225
H 2.117 -0.603 -1.056 0.3 -1.2 -0.6 -0.128
H 2.501 -1.336 -4.914 0.5 0.0 -0.3 0.268
H -3.121 -4.206 -0.847 0.2 -1.0 1.1 0.257
H 3.679 -1.514 3.387 0.4 0.4 -0.2 0.249
H 3.700 -2.155 -2.584 0.3 0.8 -2.1 0.402
H 1.495 0.488 1.590 -1.4 -0.3 -1.5 0.125
H -1.481 -2.767 0.785 0.5 -0.2 0.5 0.280
H -1.108 -4.787 1.669 -0.4 -1.1 -0.1 0.361
H 3.642 -3.327 -1.417 -0.1 0.5 0.5 0.325
H 1.048 0.552 -3.507 -0.1 0.5 0.0 -0.163
H -0.664 -0.585 0.416 1.6 0.5 0.1 -0.021
H 0.252 2.664 0.512 -0.3 0.3 1.3 -0.149
H -2.901 5.702 0.928 0.1 -0.9 -0.3 0.273
H 1.449 -4.851 1.790 -0.2 0.3 0.1 0.434
H 0.296 3.748 2.684 -1.6 -0.4 0.3 0.317
H -0.514 -3.987 3.189 -0.8 -0.3 0.0 0.307
H -2.088 2.977 4.947 0.2 0.7 0.9 0.364
H -2.853 -1.659 -2.402 -0.1 0.3 -0.6 0.362
H -3.676 -1.702 -0.868 0.0 -0.3 0.1 0.366
H -3.526 4.984 -0.567 0.0 0.2 -0.7 0.265
H -4.276 -3.716 -2.066 -0.5 -0.3 0.0 0.422
H 0.253 3.033 -1.170 0.6 -0.5 0.3 0.394
```
Forces are in eV/Å.



calculated total energy of number 2 (C16H48O16)?
-50121.6929 eV



Among the records above, which one has the highest HOMO-LUMO gap?
C16H48O16



What is the formula in the third record?
C16H48O8